Record 1
Formula: C9H14O
Source: the Open Molecules 2025 dataset
Level of theory: the ωB97M-V functional and the def2-TZVPD basis

Calculated values
E_HOMO = -9.0713 eV
Energy relative to the best compared isomer or geometry (same formula, charge and spin) = 38.6 kcal/mol

Element x y z (Å)
1 O -1.385 -1.217 3.954
2 C -0.176 -2.120 2.142
3 C -0.140 3.081 -1.028
4 C 1.087 -0.818 -2.403
5 C 1.205 2.741 -1.145
6 C -1.094 -2.455 3.275
7 C -1.056 2.243 -1.652
8 C -0.651 1.075 -2.299
9 C 1.622 1.517 -1.675
10 C 0.648 0.621 -2.149
11 H -2.112 2.474 -1.698
12 H -0.382 4.049 -0.648
13 H 2.643 1.293 -1.374
14 H 0.890 -2.071 2.587
15 H -0.202 -2.507 1.138
16 H 0.433 -1.564 -1.909
17 H -1.443 0.384 -2.510
18 H 2.053 -0.986 -1.884
19 H -0.474 -2.995 3.995
20 H -0.436 -1.068 1.955
21 H -2.085 -2.907 3.102
22 H 1.863 3.489 -0.771
23 H -2.243 -1.215 4.380
24 H 1.437 -1.044 -3.385

Atoms 1-6, force components in eV/Å:
O 0.32 0.70 -0.16
C 1.65 2.32 0.43
C 0.38 -0.57 -1.54
C 0.86 0.09 1.77
C -0.97 -0.07 -0.14
C -0.65 -0.08 1.43


Record 2
Formula: C14H21O
Source: the Open Molecules 2025 dataset
Level of theory: the ωB97M-V functional and the def2-TZVPD basis

Calculated values
E_HOMO = -12.0677 eV
Energy relative to the best compared isomer or geometry (same formula, charge and spin) = 0.0 kcal/mol
Total charge = +1

Element x y z (Å)
1 O 0.877 1.463 1.404
2 C 2.087 0.885 -1.978
3 C -1.770 2.144 1.614
4 C 0.077 0.187 -0.587
5 C 1.440 -2.595 -0.651
6 C 1.509 -1.599 -1.821
7 C 1.262 -0.191 -1.362
8 C -4.090 1.462 1.922
9 C 2.214 1.093 1.770
10 C 0.026 0.412 0.968
11 C -2.342 -0.204 1.652
12 C -1.400 0.803 1.406
13 C -3.689 0.131 1.873
14 C -3.119 2.472 1.855
15 C 0.685 -2.174 -3.022
16 H 2.075 -2.228 0.167
17 H -4.423 -0.664 1.993
18 H 2.738 2.049 1.850
19 H 1.559 1.437 -2.784
20 H -1.992 -1.230 1.711
21 H 1.814 -3.583 -0.960
22 H -0.682 -0.587 -0.768
23 H -5.146 1.729 2.037
24 H 0.398 -2.700 -0.314
25 H 2.399 1.611 -1.210
26 H -0.382 -2.219 -2.774
27 H 2.690 0.433 1.007
28 H -1.007 2.926 1.654
29 H 1.017 -3.202 -3.240
30 H -3.397 3.520 1.972
31 H -0.322 1.127 -1.030
32 H 2.545 -1.587 -2.199
33 H 0.813 -1.582 -3.934
34 H 2.247 0.570 2.754
35 H 0.283 -0.574 1.445
36 H 3.005 0.464 -2.419

Atoms 1-6, force components in eV/Å:
O 0.27 -1.09 -0.59
C 0.97 -0.50 0.34
C -0.39 -0.03 -0.02
C -0.70 0.14 -0.90
C -0.09 0.25 0.28
C 1.32 -0.50 0.18


Record 3
Formula: C21H56F8HfNO25PS9
Source: the Open Molecules 2025 dataset
Level of theory: the ωB97M-V functional and the def2-TZVPD basis

Calculated values
E_HOMO = -15.4387 eV
Energy relative to the best compared isomer or geometry (same formula, charge and spin) = 18.5 kcal/mol
Total charge = +2

Element x y z (Å)
1 Hf -23.872 -9.051 -3.116
2 S -23.385 -5.716 -5.123
3 S -22.311 -10.925 -0.536
4 S -23.301 -6.009 -0.821
5 S -20.875 -9.011 -5.384
6 S -26.607 -11.600 -3.645
7 S -20.923 -9.089 -1.128
8 S -24.958 -9.713 -6.797
9 S -26.852 -6.852 -3.613
10 S -22.495 -12.427 -4.347
11 P -26.543 -8.831 -0.107
12 F -27.743 -8.732 0.934
13 F -26.915 -7.348 -0.677
14 F -26.089 -10.285 0.406
15 F -25.322 -8.902 -1.211
16 F -23.713 -11.574 -0.905
17 F -25.561 -8.119 0.948
18 F -27.497 -9.545 -1.220
19 F -21.194 -7.758 -1.963
20 O -22.425 -10.623 0.871
21 O -23.335 -11.241 -4.234
22 O -22.548 -4.860 -1.709
23 O -24.585 -9.380 -5.429
24 O -22.861 -13.351 -3.074
25 O -21.826 -9.084 -4.291
26 O -23.424 -6.944 -4.325
27 O -21.362 -10.042 -6.489
28 O -20.646 -8.557 0.157
29 O -25.747 -10.564 -3.071
30 O -23.693 -7.098 -1.698
31 O -26.542 -9.428 -6.861
32 O -22.440 -6.255 0.295
33 O -27.821 -10.837 -4.435
34 O -20.692 -7.730 -6.034
35 O -19.871 -9.654 -1.937
36 O -21.056 -12.331 -4.382
37 O -26.727 -6.427 -5.175
38 O -21.367 -11.946 -0.920
39 O -24.327 -4.737 -4.249
40 O -26.021 -12.638 -4.473
41 O -25.863 -7.929 -3.515
42 O -23.885 -5.627 -6.471
43 O -24.666 -11.029 -7.292
44 O -26.881 -5.675 -2.803
45 N -22.503 -9.732 -1.594
46 C -27.207 -4.946 -6.989
47 C -19.239 -9.627 -4.913
48 C -28.606 -11.779 -5.208
49 C -27.495 -12.343 -2.254
50 C -27.751 -5.541 -5.685
51 C -21.601 -2.585 -1.615
52 C -30.022 -11.230 -5.279
53 C -25.521 -2.721 -3.860
54 C -20.772 -9.954 -7.813
55 C -24.307 -3.301 -4.523
56 C -23.005 -13.445 -5.802
57 C -24.740 -5.139 -0.333
58 C -27.486 -8.652 -9.018
59 C -20.268 -11.367 -8.131
60 C -20.845 -14.659 -2.308
61 C -24.318 -8.449 -7.969
62 C -27.283 -9.813 -8.036
63 C -21.647 -5.116 -4.950
64 C -21.557 -3.993 -1.089
65 C -28.469 -7.687 -3.680
66 C -22.263 -14.650 -2.883
67 H -21.534 -9.678 -8.540
68 H -20.605 -4.525 -1.083
69 H -24.380 -4.412 0.405
70 H -19.921 -11.346 -9.168
71 H -21.658 -4.027 -4.883
72 H -29.219 -6.927 -3.887
73 H -25.269 -4.500 -1.032
74 H -22.885 -15.169 -2.156
75 H -27.853 -4.736 -4.953
76 H -27.051 -5.790 -7.658
77 H -24.299 -3.003 -5.572
78 H -20.768 -14.268 -1.297
79 H -27.587 -7.735 -8.433
80 H -30.431 -11.337 -4.270
81 H -27.948 -4.240 -7.366
82 H -21.852 -4.037 -0.037
83 H -23.948 -13.866 -5.461
84 H -28.661 -8.268 -2.783
85 H -20.195 -14.159 -3.023
86 H -28.393 -8.746 -9.611
87 H -28.002 -13.267 -2.514
88 H -28.560 -12.769 -4.753
89 H -23.411 -2.907 -4.039
90 H -26.358 -2.913 -4.532
91 H -23.351 -8.147 -7.566
92 H -20.562 -15.711 -2.231
93 H -21.148 -5.464 -4.050
94 H -21.107 -2.437 -2.583
95 H -22.982 -12.788 -6.665
96 H -18.650 -9.353 -5.783
97 H -19.976 -9.214 -7.874
98 H -25.492 -1.649 -3.672
99 H -28.461 -8.318 -4.568
100 H -25.368 -5.770 0.294
101 H -28.283 -10.056 -7.677
102 H -21.136 -1.861 -0.952
103 H -28.261 -11.724 -1.777
104 H -19.374 -10.690 -4.723
105 H -28.739 -5.982 -5.806
106 H -30.752 -11.748 -5.900
107 H -30.146 -10.176 -5.529
108 H -26.779 -10.709 -8.400
109 H -25.003 -7.610 -8.028
110 H -26.840 -12.374 -1.380
111 H -28.196 -11.955 -6.204
112 H -22.262 -15.169 -3.842
113 H -25.658 -3.226 -2.905
114 H -21.096 -5.356 -5.856
115 H -19.382 -11.615 -7.545
116 H -20.965 -12.197 -8.050
117 H -22.250 -14.225 -5.881
118 H -26.647 -8.499 -9.696
119 H -24.143 -8.914 -8.937
120 H -26.303 -4.367 -6.817
121 H -22.606 -2.305 -1.940
122 H -19.044 -9.099 -3.981

Atoms 1-6, force components in eV/Å:
Hf -1.68 0.99 -1.15
S -0.07 1.32 1.27
S -3.23 -5.98 3.32
S 1.22 2.13 0.40
S 1.38 0.61 -1.78
S -1.09 -1.00 0.29


Record 4
Formula: C3H7N3
Source: the Open Molecules 2025 dataset
Level of theory: the ωB97M-V functional and the def2-TZVPD basis

Calculated values
E_HOMO = -8.6762 eV
Energy relative to the best compared isomer or geometry (same formula, charge and spin) = 62.1 kcal/mol

Element x y z (Å)
1 N 3.645 1.755 -0.795
2 N -1.941 -0.404 -0.169
3 N 0.433 -1.383 0.509
4 C 0.414 -0.098 0.435
5 C -0.843 0.545 -0.046
6 C 2.644 1.242 -0.477
7 H -2.369 -0.369 -1.085
8 H 1.288 -1.880 0.730
9 H -0.424 -1.890 0.270
10 H -2.664 -0.217 0.515
11 H 1.402 0.521 0.392
12 H -0.557 0.980 -1.014
13 H -1.061 1.405 0.600

Atoms 1-6, force components in eV/Å:
N -0.83 -0.43 0.19
N -0.20 0.10 -0.05
N -0.01 0.21 0.04
C -0.03 -0.24 -0.23
C 0.15 0.03 0.07
C 1.08 0.55 -0.25


For each record above, in turn, the calculated molecular weight values are 138.210 205.321 1372.712 85.110 g/mol.
For each record above, in turn, the calculated total energy values are -11605.9627 -16897.4649 -205205.1653 -7691.9867 eV.